This record from the OMol25 dataset describes a cluster of 8 separate species, C36H86N2O8 in total at a distorted geometry. The level of theory is ωB97M-V/def2-TZVPD.

Properties
Orbital gap in hartree: 0.2996
2S+1: 1
E_tot in hartree: -2134.423890
Structure (SMILES): CC1(C)CCCC(C)(C)N1O.CC1(C)CCCC(C)(C)N1O.CC(C)O.CC(C)O.CC(C)O.CC(C)O.CC(C)O.CC(C)O
Strongest force on any atom in hartree/bohr: 0.0693
HOMO in eV: -8.0

Cartesian coordinates (Å):
C (-2.13, 8.56, -2.02)
C (-2.56, 7.56, -0.88)
C (-3.22, 8.13, 0.43)
C (-3.72, 6.65, -1.46)
C (-3.16, 5.56, -2.44)
C (-2.15, 4.65, -1.67)
C (-1.01, 5.37, -0.93)
C (-0.52, 4.52, 0.23)
C (0.18, 5.49, -1.86)
N (-1.42, 6.69, -0.36)
O (-0.36, 7.43, 0.22)
H (-1.41, 8.08, -2.69)
H (-2.96, 8.91, -2.63)
H (-1.53, 9.41, -1.67)
H (-4.30, 8.23, 0.36)
H (-2.91, 7.67, 1.37)
H (-2.79, 9.12, 0.31)
H (-4.24, 6.08, -0.69)
H (-4.48, 7.30, -1.90)
H (-3.90, 4.85, -2.79)
H (-2.68, 6.01, -3.31)
H (-1.71, 4.07, -2.48)
H (-2.61, 3.90, -1.03)
H (0.28, 5.04, 0.75)
H (0.02, 3.59, 0.07)
H (-1.39, 4.39, 0.87)
H (0.30, 4.78, -2.68)
H (1.13, 5.73, -1.37)
H (0.02, 6.45, -2.35)
H (-0.43, 7.26, 1.17)
C (-1.25, -0.61, 0.70)
C (0.26, -1.00, 0.35)
C (0.27, -1.39, -1.17)
C (1.20, 0.21, 0.44)
C (1.64, 0.62, 1.85)
C (2.23, -0.61, 2.50)
C (1.33, -1.94, 2.51)
C (2.36, -3.12, 2.93)
C (0.30, -1.71, 3.55)
N (0.81, -2.10, 1.14)
O (0.13, -3.20, 0.79)
H (-2.00, -1.26, 0.25)
H (-1.41, -0.67, 1.78)
H (-1.46, 0.43, 0.45)
H (0.29, -0.54, -1.85)
H (1.12, -2.02, -1.40)
H (-0.69, -1.83, -1.46)
H (2.07, -0.02, -0.18)
H (0.66, 1.00, -0.07)
H (2.38, 1.43, 1.85)
H (0.79, 0.95, 2.46)
H (2.57, -0.46, 3.53)
H (3.12, -0.89, 1.95)
H (1.81, -4.04, 2.76)
H (2.68, -3.01, 3.97)
H (3.18, -3.22, 2.21)
H (0.51, -2.15, 4.53)
H (-0.62, -2.20, 3.24)
H (-0.06, -0.69, 3.68)
H (0.76, -3.78, 0.36)
C (-1.35, -1.43, 7.13)
C (-2.83, -1.87, 6.82)
C (-3.25, -1.46, 5.45)
O (-3.06, -3.25, 6.97)
H (-0.99, -1.73, 8.11)
H (-1.24, -0.34, 7.08)
H (-0.66, -1.89, 6.42)
H (-3.41, -1.24, 7.49)
H (-4.25, -1.78, 5.16)
H (-2.54, -1.94, 4.77)
H (-3.29, -0.38, 5.34)
H (-2.36, -3.55, 7.55)
C (0.95, -6.35, 0.06)
C (2.41, -6.22, -0.41)
C (3.23, -7.26, 0.32)
O (2.42, -6.54, -1.77)
H (1.02, -6.20, 1.14)
H (0.51, -7.33, -0.09)
H (0.31, -5.59, -0.40)
H (2.76, -5.21, -0.16)
H (3.48, -6.99, 1.35)
H (4.25, -7.45, -0.02)
H (2.72, -8.22, 0.37)
H (2.08, -5.76, -2.21)
C (5.21, 1.72, -0.21)
C (4.12, 2.43, -1.02)
C (4.66, 3.46, -2.07)
O (3.61, 1.51, -1.89)
H (4.89, 0.90, 0.43)
H (5.65, 2.35, 0.57)
H (6.09, 1.37, -0.76)
H (3.39, 2.88, -0.34)
H (5.18, 2.97, -2.89)
H (5.44, 3.99, -1.52)
H (3.84, 4.05, -2.45)
H (3.97, 0.66, -1.63)
C (1.36, -3.29, -5.52)
C (0.98, -3.59, -4.11)
C (-0.06, -4.76, -4.06)
O (2.11, -4.11, -3.30)
H (1.78, -2.29, -5.61)
H (0.43, -3.17, -6.08)
H (1.97, -4.14, -5.83)
H (0.51, -2.69, -3.72)
H (-0.97, -4.52, -4.62)
H (-0.46, -4.85, -3.05)
H (0.33, -5.76, -4.26)
H (2.71, -3.39, -3.07)
C (-2.96, -6.14, 2.34)
C (-3.12, -4.80, 3.11)
C (-3.48, -3.60, 2.17)
O (-3.98, -4.88, 4.22)
H (-2.25, -6.79, 2.83)
H (-2.65, -6.01, 1.30)
H (-3.96, -6.58, 2.28)
H (-2.11, -4.57, 3.45)
H (-2.78, -3.56, 1.34)
H (-3.50, -2.57, 2.51)
H (-4.45, -3.77, 1.69)
H (-3.54, -4.59, 5.02)
C (1.10, 0.81, -4.72)
C (0.67, 2.26, -4.68)
C (-0.79, 2.52, -4.53)
O (1.35, 2.81, -3.53)
H (1.92, 0.67, -5.42)
H (0.31, 0.06, -4.85)
H (1.59, 0.51, -3.79)
H (1.02, 2.77, -5.57)
H (-1.04, 3.56, -4.34)
H (-1.21, 1.95, -3.71)
H (-1.24, 2.23, -5.49)
H (2.11, 2.27, -3.30)

Löwdin population analysis, charges in e, atoms 1 to 99: number 1, C, carries -0.019; number 2, C, carries -0.425; number 3, C, carries -0.032; number 4, C, carries -0.140; number 5, C, carries -0.151; number 6, C, carries -0.120; number 7, C, carries -0.505; number 8, C, carries -0.048; number 9, C, carries -0.034; number 10, N, carries -0.115; number 11, O, carries -0.013; number 12, H, carries 0.061; number 13, H, carries 0.077; number 14, H, carries 0.073; number 15, H, carries 0.073; number 16, H, carries 0.080; number 17, H, carries 0.066; number 18, H, carries 0.110; number 19, H, carries 0.108; number 20, H, carries 0.102; number 21, H, carries 0.103; number 22, H, carries 0.071; number 23, H, carries 0.114; number 24, H, carries 0.074; number 25, H, carries 0.077; number 26, H, carries 0.085; number 27, H, carries 0.060; number 28, H, carries 0.084; number 29, H, carries 0.071; number 30, H, carries 0.092; number 31, C, carries 0.003; number 32, C, carries -0.450; number 33, C, carries -0.033; number 34, C, carries -0.144; number 35, C, carries -0.164; number 36, C, carries -0.145; number 37, C, carries -0.437; number 38, C, carries -0.003; number 39, C, carries -0.060; number 40, N, carries -0.140; number 41, O, carries -0.008; number 42, H, carries 0.068; number 43, H, carries 0.055; number 44, H, carries 0.075; number 45, H, carries 0.073; number 46, H, carries 0.076; number 47, H, carries 0.077; number 48, H, carries 0.102; number 49, H, carries 0.106; number 50, H, carries 0.104; number 51, H, carries 0.105; number 52, H, carries 0.119; number 53, H, carries 0.101; number 54, H, carries 0.061; number 55, H, carries 0.080; number 56, H, carries 0.071; number 57, H, carries 0.072; number 58, H, carries 0.066; number 59, H, carries 0.082; number 60, H, carries 0.069; number 61, C, carries -0.037; number 62, C, carries -0.496; number 63, C, carries -0.064; number 64, O, carries -0.023; number 65, H, carries 0.072; number 66, H, carries 0.081; number 67, H, carries 0.053; number 68, H, carries 0.126; number 69, H, carries 0.088; number 70, H, carries 0.062; number 71, H, carries 0.087; number 72, H, carries 0.089; number 73, C, carries -0.056; number 74, C, carries -0.499; number 75, C, carries -0.064; number 76, O, carries -0.042; number 77, H, carries 0.074; number 78, H, carries 0.088; number 79, H, carries 0.062; number 80, H, carries 0.129; number 81, H, carries 0.074; number 82, H, carries 0.078; number 83, H, carries 0.083; number 84, H, carries 0.036; number 85, C, carries -0.056; number 86, C, carries -0.477; number 87, C, carries -0.034; number 88, O, carries -0.080; number 89, H, carries 0.068; number 90, H, carries 0.080; number 91, H, carries 0.088; number 92, H, carries 0.133; number 93, H, carries 0.082; number 94, H, carries 0.072; number 95, H, carries 0.073; number 96, H, carries 0.087; number 97, C, carries -0.064; number 98, C, carries -0.433; number 99, C, carries -0.042